# 1
The following is a DFT calculation (ωB97M-V/def2-TZVPD) of a cluster of 10 separate species, C30H82O32P2S8 in total.

```
154
C30H82O32P2S8 (ωB97M-V/def2-TZVPD)
C 8.5351 -1.6002 -1.4888
C 7.1403 -1.0276 -1.5524
O 7.1423 0.1812 -0.8031
S 5.7806 0.4582 0.1864
C 4.4945 0.7903 -1.1086
O 5.4275 -0.8049 0.8603
O 6.0081 1.6586 1.0194
H 9.2574 -0.8906 -1.8925
H 8.5030 -2.5380 -2.0434
H 8.8526 -1.8068 -0.4668
H 7.0024 -0.8390 -2.6170
H 6.4083 -1.7264 -1.1476
H 3.5436 1.1448 -0.7110
H 4.2238 -0.1699 -1.5479
H 4.9093 1.5120 -1.8124
C -4.6618 -2.9523 -2.0208
C -4.4212 -2.4148 -0.6071
O -4.3461 -3.4008 0.3990
S -4.1337 -2.9537 1.9669
C -5.9072 -2.9719 2.3779
O -3.5533 -4.1156 2.7226
O -3.4648 -1.6411 2.0454
H -4.5737 -2.1745 -2.7793
H -5.6422 -3.3962 -2.1942
H -3.8977 -3.7087 -2.1999
H -3.4591 -1.9045 -0.6514
H -5.1161 -1.6228 -0.3282
H -6.3879 -2.1679 1.8205
H -5.9703 -2.8604 3.4603
H -6.3112 -3.9436 2.0936
C 2.6919 3.5898 0.0610
C 2.4380 4.2717 1.4406
O 2.2165 3.2943 2.4585
S 1.6372 3.7275 3.9613
C 2.6754 2.5265 4.9533
O 2.0818 5.0684 4.2081
O 0.2193 3.3548 4.0662
H 1.9446 2.8937 -0.3200
H 3.6355 3.0452 0.0955
H 2.9276 4.3102 -0.7224
H 3.2620 4.8597 1.8448
H 1.5902 4.9514 1.3557
H 2.4772 2.6362 6.0195
H 3.7326 2.6716 4.7309
H 2.3791 1.5350 4.6109
C -2.3473 -3.8139 7.3426
C -3.2551 -2.9160 6.5338
O -2.5158 -2.3170 5.4819
S -2.0239 -0.6860 5.7589
C -3.7001 0.1851 5.4764
O -1.6032 -0.5302 7.1593
O -1.1809 -0.2502 4.6130
H -1.6411 -3.2070 7.9091
H -1.7129 -4.3970 6.6751
H -2.9413 -4.4281 8.0194
H -4.0528 -3.4378 6.0052
H -3.7623 -2.1762 7.1531
H -4.1590 -0.3074 4.6191
H -3.5964 1.2577 5.3123
H -4.2887 0.0467 6.3833
C -1.7005 4.1463 0.6510
C -2.0277 5.2061 -0.4167
O -1.2910 6.3540 -0.2148
S -0.0618 6.7564 -1.3256
C -1.0863 6.8774 -2.8895
O 0.5229 8.0428 -1.0179
O 0.8109 5.5728 -1.4370
H -2.0578 4.5453 1.6003
H -0.6699 3.8003 0.7295
H -2.2924 3.2523 0.4547
H -1.9448 4.8522 -1.4443
H -3.0469 5.5614 -0.2652
H -0.5330 7.3684 -3.6900
H -1.9411 7.4996 -2.6244
H -1.2868 5.8302 -3.1159
C 2.7763 -2.8442 -2.0192
C 2.2745 -4.0028 -1.1770
O 1.8569 -4.9925 -2.1144
S 0.4454 -5.8084 -1.7290
C 1.0982 -6.6878 -0.2019
O -0.5585 -4.7987 -1.3623
O 0.1442 -6.8016 -2.7684
H 3.5326 -3.1475 -2.7432
H 3.2539 -2.1183 -1.3611
H 1.9379 -2.2862 -2.4362
H 3.1085 -4.5449 -0.7312
H 1.5210 -3.7075 -0.4469
H 1.5472 -7.5979 -0.5996
H 0.2027 -6.9501 0.3615
H 1.7610 -6.1352 0.4640
C -3.0807 0.0387 -4.7110
C -3.2117 1.2337 -3.8051
O -3.5009 0.7836 -2.4918
S -4.3559 1.8107 -1.5718
C -6.0167 1.5394 -2.3652
O -4.2810 1.2454 -0.2387
O -3.9537 3.2104 -1.7871
H -2.7577 0.3442 -5.7063
H -3.9840 -0.5704 -4.7417
H -2.2221 -0.5627 -4.4122
H -2.3048 1.8381 -3.8275
H -3.8366 1.9951 -4.2720
H -5.8175 1.8574 -3.3886
H -6.7694 2.1221 -1.8342
H -6.3061 0.4961 -2.2394
C 1.1447 4.2791 -8.9504
C 1.3057 4.1056 -7.4232
O 0.1027 3.7416 -6.7607
S -0.0089 4.1495 -5.1641
C 0.9927 2.7146 -4.5007
O 0.6484 5.4398 -4.9474
O -1.3817 3.9411 -4.7674
H 2.0066 4.7542 -9.4188
H 0.2775 4.9279 -9.0731
H 1.0091 3.3878 -9.5630
H 2.1245 3.4146 -7.2227
H 1.5141 5.1233 -7.0932
H 0.4168 1.8057 -4.6744
H 1.2128 2.8396 -3.4405
H 1.9259 2.6819 -5.0630
C 2.0831 0.5776 1.5720
O 1.5837 -0.4812 0.7215
P 0.6597 -0.0995 -0.5730
O 1.3612 0.4745 -1.7622
O -0.0855 -1.5071 -0.9380
C -1.0386 -1.7399 -1.9442
O -0.5753 0.8249 -0.0229
C -1.2503 0.6532 1.2235
H 1.7385 0.5146 2.6042
H 1.7341 1.5382 1.1932
H 3.1716 0.5803 1.6296
H -1.5888 -2.6722 -1.8167
H -0.4580 -1.8066 -2.8643
H -1.6584 -0.8435 -1.9623
H -2.3088 0.7600 0.9865
H -1.0058 1.4767 1.8944
H -1.2248 -0.3510 1.6467
C 3.8075 -3.0324 2.1934
O 3.2461 -4.3532 2.3902
P 1.7126 -4.5213 2.9659
O 1.1492 -5.8994 3.0849
O 1.6187 -3.7821 4.4469
C 0.7156 -4.2102 5.4550
O 0.8557 -3.4858 1.9952
C -0.5057 -3.3946 1.9203
H 4.7894 -2.9306 2.6557
H 3.1025 -2.2925 2.5724
H 3.9632 -2.8373 1.1323
H 1.1348 -4.4791 6.4245
H 0.0327 -4.9418 5.0228
H 0.1528 -3.2812 5.5456
H -0.8032 -3.0378 0.9342
H -0.9245 -2.8153 2.7431
H -0.8829 -4.4063 2.0694
```

Results
Energy above the lowest of the compared OMol25 structures with the same formula, charge and spin (kJ/mol): 330.8
Net charge: 0
LUMO level (eV): -0.095
HOMO (eV): -10.18
Kohn-Sham gap (eV): 10.09
SMILES: CCOS(C)(=O)=O.CCOS(C)(=O)=O.CCOS(C)(=O)=O.CCOS(C)(=O)=O.CCOS(C)(=O)=O.CCOS(C)(=O)=O.CCOS(C)(=O)=O.CCOS(C)(=O)=O.COP(=O)(OC)OC.COP(=O)(OC)OC

---

# 2
The following is a DFT calculation (ωB97M-V/def2-TZVPD) of a structure of composition C30H83AsF6N13O12.

```
145
C30H83AsF6N13O12 (ωB97M-V/def2-TZVPD)
As 0.1490 -1.1673 0.1313
F -1.3343 -2.1601 0.1928
F 0.7900 -2.5079 0.9896
F 1.6847 -0.3125 0.1814
F -0.6682 0.1569 -0.6142
F -0.2483 -0.5013 1.7048
F 0.6215 -1.8567 -1.3803
C -3.1842 1.5152 2.1877
C -2.2000 2.5776 2.6851
C -2.0305 2.5695 4.1827
O -3.2493 2.7882 4.8641
C -3.6746 4.1265 4.9145
N -0.8945 2.4218 2.0016
H -3.2462 1.4608 1.1009
H -4.1719 1.6530 2.6389
H -2.8879 0.5095 2.5104
H -2.5669 3.5382 2.2996
H -1.1850 3.1768 4.5218
H -1.8041 1.5390 4.4783
H -4.4415 4.2207 5.6805
H -4.0982 4.5312 3.9868
H -2.7987 4.7424 5.1533
H -0.4953 1.5303 2.2836
H -1.1550 2.3400 1.0257
C 3.5187 -1.1817 -3.0308
C 3.9531 0.2217 -2.5494
C 2.8792 1.2253 -2.9076
O 3.1969 2.5261 -2.4440
C 2.2852 3.5154 -2.8208
N 4.2320 0.1690 -1.1162
H 2.7139 -1.2043 -3.7629
H 3.2384 -1.8492 -2.2180
H 4.4457 -1.6266 -3.4068
H 4.8916 0.4298 -3.0657
H 1.9583 0.9251 -2.3831
H 2.6667 1.2230 -3.9830
H 2.7450 4.4800 -2.5891
H 1.3459 3.4703 -2.2575
H 2.0824 3.5437 -3.8980
H 3.3677 0.1271 -0.5558
H 4.4831 1.1366 -0.8877
C 3.6924 3.9084 0.1532
O 3.7278 3.4982 1.4945
C 2.5929 2.6893 1.8273
C 2.4385 2.7209 3.3305
N 3.5769 2.1149 4.0004
C 3.7287 2.4911 5.4134
C 5.1430 2.1437 5.8406
O 6.1242 2.9805 5.2521
C 7.4249 2.4998 5.5347
H 4.6528 4.3513 -0.1121
H 2.8831 4.6147 -0.0612
H 3.5830 3.0494 -0.5214
H 2.8815 1.6684 1.5408
H 1.7057 3.0034 1.2788
H 1.5446 2.1594 3.6150
H 2.3014 3.7913 3.5537
H 4.4420 2.4583 3.5861
H 3.0461 1.9393 6.0620
H 3.5744 3.5665 5.5723
H 5.2753 1.0768 5.6459
H 5.2726 2.2897 6.9234
H 8.0711 2.8370 4.7204
H 7.4888 1.4168 5.6208
H 7.8302 3.0229 6.4091
C -10.2993 -2.4270 -1.7452
O -10.6844 -2.1299 -0.4387
C -10.3205 -0.8410 -0.0155
C -8.9209 -0.7148 0.5817
N -7.8517 -1.2884 -0.1915
C -6.5149 -0.8768 0.2598
C -5.4462 -1.7778 -0.3155
O -5.2852 -1.6521 -1.7134
C -3.9719 -1.2328 -2.0521
H -10.5996 -1.7365 -2.5435
H -10.8222 -3.3352 -2.0707
H -9.2416 -2.6575 -1.8786
H -11.0622 -0.3724 0.6355
H -10.3169 -0.1199 -0.8479
H -8.8760 -0.9970 1.6468
H -8.7884 0.3755 0.6229
H -7.8402 -2.2954 -0.0495
H -6.4577 -0.9609 1.3587
H -6.3952 0.1723 -0.0258
H -5.8405 -2.8005 -0.1784
H -4.5239 -1.7782 0.2696
H -3.8857 -1.0975 -3.1336
H -3.1780 -1.9457 -1.8206
H -3.8558 -0.2327 -1.6255
C 4.3944 0.5133 -6.4785
O 3.1319 0.8454 -6.9971
C 2.9602 2.2560 -7.0600
C 1.5746 2.5250 -7.5967
N 0.5279 2.5690 -6.5431
C 0.1631 1.2222 -6.0971
C -0.8841 1.2704 -4.9956
O -1.5077 0.0255 -4.7880
C -0.6142 -1.0140 -4.4579
H 4.4655 -0.5595 -6.3030
H 4.6248 1.1195 -5.5971
H 5.2320 0.6858 -7.1776
H 3.7326 2.6939 -7.7063
H 3.0932 2.7127 -6.0717
H 1.2714 1.9072 -8.4475
H 1.5627 3.5595 -7.9627
H -0.2730 2.9594 -7.0331
H 1.0794 0.7524 -5.7488
H -0.2005 0.5515 -6.8933
H -1.6139 2.0551 -5.1978
H -0.4085 1.5447 -4.0412
H -1.0168 -1.9657 -4.1181
H -0.0734 -0.6673 -3.5620
H 0.1197 -1.1782 -5.2512
C -0.7107 -6.0159 0.2080
O -0.2534 -5.7932 1.3122
N -1.0410 -5.0164 -0.6808
N -0.9515 -7.2998 -0.2580
H -1.0910 -4.0844 -0.3008
H -1.1751 -5.1826 -1.6575
H -1.2862 -7.3963 -1.1975
H -0.5705 -8.0735 0.2480
C -1.6920 -3.6140 3.6378
O -0.6732 -4.1859 3.3808
N -2.5130 -3.9428 4.7202
N -2.2532 -2.5842 2.9073
H -2.3191 -4.7247 5.3138
H -3.2924 -3.3750 4.9895
H -1.8601 -2.2682 2.0243
H -3.1118 -2.1352 3.1596
C 4.2114 -3.8353 0.6633
O 3.8066 -4.3615 1.6797
N 4.1427 -2.4607 0.5164
N 4.5572 -4.5190 -0.4998
H 4.4988 -2.0135 -0.3077
H 3.5791 -1.9699 1.1860
H 4.9747 -3.9133 -1.1794
H 4.3995 -5.5026 -0.5518
C 3.1266 -1.7582 3.8396
O 2.8810 -2.9192 3.6268
N 3.9631 -1.3728 4.8739
N 2.7162 -0.6858 3.0869
H 4.3251 -2.0462 5.5174
H 4.2096 -0.4088 4.9726
H 3.0356 0.2457 3.3354
H 2.0884 -0.7638 2.3055
```

Results
Energy above the lowest of the compared OMol25 structures with the same formula, charge and spin (kJ/mol): 0.0
Net charge: -1
LUMO level (eV): 2.203
HOMO (eV): -5.95
Kohn-Sham gap (eV): 8.16

---

# 3
The following is a DFT calculation (ωB97M-V/def2-TZVPD) of a structure of composition C30H84F3O22V.

```
140
C30H84F3O22V (ωB97M-V/def2-TZVPD)
V -1.6537 -1.9469 -3.1666
C -1.1872 -3.2003 -0.8094
O -0.5709 -1.9488 -1.2570
O -2.0657 -3.4892 -1.7702
C -0.1060 -4.2068 -0.6238
F -0.4793 -5.4048 -0.0824
F 0.5404 -4.3846 -1.7518
F 0.7913 -3.6595 0.2421
C -0.5846 -0.9698 -0.2627
C -0.2987 0.4425 -0.8007
H -0.1566 1.0188 0.1017
H 0.5156 0.4371 -1.5203
H -1.2574 0.8213 -1.2603
H 0.1731 -1.2766 0.4646
H -1.5546 -0.9402 0.2896
H -1.7213 -3.0031 0.1240
C -0.0237 6.3409 -0.6131
C -0.6108 5.5545 -1.7029
O 0.3243 5.1731 -2.7640
H -0.8579 6.3794 0.1440
H 0.0605 7.3584 -0.9317
H 0.9669 5.9830 -0.3275
H -1.3645 6.1584 -2.2321
H -1.0994 4.6442 -1.3104
H 1.0791 4.7673 -2.2930
C 2.4746 1.0837 6.6317
C 3.0744 0.2666 5.4891
O 2.1922 -0.3541 4.5464
H 3.2033 1.4008 7.3182
H 1.7944 0.4142 7.2024
H 2.0402 1.9783 6.3038
H 3.5971 -0.6224 6.0458
H 3.8475 0.7757 4.9550
H 1.8450 -1.1246 5.0300
C 3.9940 -3.6861 2.8563
C 3.3682 -3.9660 4.2440
O 1.9597 -3.5783 4.3318
H 3.8606 -2.6338 2.6236
H 3.5654 -4.3101 2.0957
H 5.0647 -3.8301 2.9569
H 3.9246 -3.2861 4.9543
H 3.4872 -5.0024 4.5660
H 1.4539 -3.9728 3.5937
C 3.0857 3.0034 1.4238
C 3.3148 1.9704 2.5804
O 3.9934 0.8373 2.1288
H 2.7181 2.5652 0.4958
H 3.9810 3.5231 1.1682
H 2.4618 3.7678 1.8164
H 2.3208 1.6718 3.0220
H 3.9097 2.4428 3.3420
H 3.7809 0.1105 2.7437
C -0.1892 3.0525 4.8429
C -1.5611 2.9375 4.1805
O -1.7295 1.8883 3.2107
H -0.1982 3.9617 5.4253
H 0.6292 3.1413 4.1402
H -0.1171 2.1571 5.5172
H -1.7581 3.9296 3.6582
H -2.3071 2.8159 4.9175
H -1.3006 1.0881 3.5485
C -5.0487 0.2803 -1.5701
C -4.1887 -0.9665 -1.8074
O -3.6720 -1.0384 -3.1577
H -4.4379 1.2578 -1.7475
H -5.4144 0.4057 -0.5360
H -5.9167 0.4718 -2.2720
H -4.8595 -1.8465 -1.7209
H -3.3536 -1.1278 -1.1220
H -3.6165 -0.1859 -3.5736
C 3.5786 -1.6883 -2.1511
C 4.0564 -0.9880 -0.9231
O 3.2651 0.1129 -0.6034
O 2.1907 -2.1052 -2.0063
H 4.1702 -2.6046 -2.2242
H 3.5935 -1.0927 -3.0950
H 5.1183 -0.7112 -1.1567
H 4.1013 -1.7413 -0.1403
H 3.2740 0.2040 0.3781
H 1.9613 -2.5057 -1.1606
C 0.7995 -2.1044 -5.1176
C 0.5371 -0.5902 -5.0836
O -0.7361 -0.2414 -4.4988
O 0.2601 -2.6555 -3.8762
H 1.9066 -2.2595 -5.1942
H 0.3184 -2.6270 -5.9354
H 0.4664 -0.0514 -6.0917
H 1.3592 -0.0769 -4.5291
H -0.6930 0.7019 -4.2097
H 0.9731 -2.4697 -3.1660
C -1.4291 3.2174 -4.1050
C -2.4918 2.5234 -4.9596
O -3.5012 1.9587 -4.1688
O -0.3234 2.3040 -3.9056
H -1.8463 3.4634 -3.1054
H -0.9763 4.0927 -4.6779
H -2.0760 1.6701 -5.4887
H -2.9313 3.3076 -5.6898
H -4.3310 2.4506 -4.1547
H 0.2951 2.6077 -3.2757
C 2.8934 3.0840 -4.7277
C 3.1813 2.3922 -3.3650
O 1.9835 2.3786 -2.4520
O 2.1407 2.3623 -5.6281
H 3.8800 3.1589 -5.2029
H 2.6215 4.1028 -4.6366
H 4.0378 2.9690 -2.9724
H 3.5100 1.3293 -3.5313
H 2.2228 1.7398 -1.7211
H 1.2704 2.3232 -5.1770
C -3.7872 -4.6986 -3.8477
C -3.4750 -3.7719 -4.9914
O -2.1699 -3.1161 -4.8280
O -2.5848 -5.4215 -3.5589
H -4.5503 -5.3708 -4.1607
H -3.9443 -4.1611 -2.9075
H -4.1888 -2.9420 -5.2536
H -3.4884 -4.4178 -5.9052
H -1.6073 -3.9369 -4.7007
H -2.2597 -4.9372 -2.7573
C -3.6844 -1.3109 2.1425
C -4.4347 -0.0759 2.8166
O -4.1885 1.1170 2.1716
O -2.2700 -1.1441 2.1234
H -3.9779 -1.3063 1.0963
H -3.9624 -2.2069 2.7513
H -4.1251 -0.0136 3.8850
H -5.5006 -0.1458 2.6992
H -3.2736 1.4067 2.3780
H -1.9336 -1.0361 3.0185
C -0.8605 -0.6341 5.7982
C -0.4388 -1.9183 6.5477
O 0.9538 -2.1466 6.5719
O -0.5349 -0.5039 4.3789
H -0.3375 0.2245 6.2366
H -1.9218 -0.4442 5.8462
H -0.9602 -2.7492 6.1036
H -0.8624 -1.6335 7.5699
H 1.2045 -2.7669 5.8724
H 0.4009 -0.1951 4.3488
```

Results
Expectation value of S²: 3.75
Multiplicity: 4
Net charge: +1
LUMO level (alpha / beta) (eV): -1.445 / -1.449
HOMO (alpha / beta) (eV): -9.94 / -11.34
Kohn-Sham gap (alpha / beta) (eV): 8.49 / 9.89

---

Number 1: total energy -203216.442 eV. Number 2: total energy -153544.646 eV. Number 3: total energy -111349.538 eV.